Entry 1:
Below is a cluster of 2 separate species, CH5ClNOPS in total in a non-equilibrium geometry, with properties calculated with ωB97M-V/def2-TZVPD.

gap between HOMO and LUMO	0.3071	hartree
SMILES	O=PCl.CNS
energy above the lowest of the compared OMol25 structures with the same formula, charge and spin	250.22	kJ/mol
E_tot	-1370.8113	hartree
LUMO level	-1.1	eV

Positions of all 11 atoms, in Å:
1 O 3.937 1.184 0.578
2 P 3.431 0.365 -0.547
3 Cl 3.629 -1.535 0.181
4 C -0.064 0.603 0.174
5 N 0.328 -0.716 -0.385
6 S -1.153 -1.702 -0.163
7 H -0.936 1.162 -0.234
8 H -0.385 0.550 1.170
9 H 0.907 1.130 0.046
10 H 0.596 -0.495 -1.318
11 H -0.529 -2.660 0.521

Results of the natural (NBO) charge analysis, in e, for atoms 1 through 6: -0.9623 1.2957 -0.3323 -0.4274 -0.7307 0.1127

=====

Entry 2:
Below is a cluster of 4 separate species, C2H11O3S in total in a non-equilibrium geometry, with properties calculated with ωB97M-V/def2-TZVPD.

gap between HOMO and LUMO	0.2623	hartree
energy above the lowest of the compared OMol25 structures with the same formula, charge and spin	119.74	kJ/mol
E_tot	-706.7283	hartree
LUMO level	3.8	eV
charge	-1

Positions of all 17 atoms, in Å:
1 C 0.218 -1.574 1.803
2 C -0.243 -1.803 0.395
3 S 0.457 -0.798 -1.004
4 H -0.173 -0.627 2.168
5 H 1.368 -1.660 1.695
6 H -0.231 -2.238 2.498
7 H -1.384 -1.900 0.458
8 H 0.080 -2.871 0.104
9 H -0.058 2.098 -1.559
10 H -0.631 0.947 -0.782
11 O -0.832 1.867 -1.119
12 H -0.400 3.455 1.922
13 H -1.027 2.129 2.162
14 O -0.496 2.782 2.625
15 H 0.359 0.017 -3.803
16 H 1.730 -0.028 -3.393
17 O 1.264 0.203 -4.170

Results of the natural (NBO) charge analysis, in e, for atoms 1 through 6: -0.6251 -0.4994 -0.6990 0.1893 0.2057 0.1842

=====

Entry 3:
Below is a cluster of 2 separate species, C5H12NP in total in a non-equilibrium geometry, with properties calculated with ωB97M-V/def2-TZVPD.

gap between HOMO and LUMO (spin up / spin down)	0.2868 / 0.2817	hartree
energy above the lowest of the compared OMol25 structures with the same formula, charge and spin	333.13	kJ/mol
E_tot	-593.6698	hartree
LUMO level (spin up / spin down)	0.1 / 0.6	eV

Positions of all 19 atoms, in Å:
1 C -0.342 1.700 -0.221
2 C -0.006 0.723 -1.269
3 C 0.233 1.050 1.105
4 C 1.384 0.128 -0.839
5 C 1.355 0.058 0.640
6 N -1.588 -2.727 0.925
7 P -0.007 -3.041 0.541
8 H -0.019 2.782 -0.407
9 H -1.547 1.740 -0.078
10 H -0.678 -0.156 -1.104
11 H -0.111 0.985 -2.290
12 H 0.487 1.938 1.705
13 H -0.665 0.605 1.534
14 H 1.648 -0.795 -1.325
15 H 2.078 0.795 -1.275
16 H 2.254 0.013 1.180
17 H -1.749 -1.995 1.601
18 H -2.226 -3.606 1.088
19 H -0.419 -4.094 -0.264

Results of the natural (NBO) charge analysis, in e, for atoms 1 through 6: -0.3845 -0.4141 -0.4863 -0.4859 -0.0710 -1.1418

=====

Entry 4:
Below is a cluster of 2 separate species, CH3IO2 in total in a non-equilibrium geometry, with properties calculated with ωB97M-V/def2-TZVPD.

gap between HOMO and LUMO	0.3254	hartree
energy above the lowest of the compared OMol25 structures with the same formula, charge and spin	449.63	kJ/mol
E_tot	-487.9056	hartree
LUMO level	-0.2	eV

Positions of all 7 atoms, in Å:
1 C 1.482 -0.124 0.318
2 O 1.242 -1.296 0.413
3 O -2.051 1.535 0.122
4 I -2.086 -0.268 0.148
5 H 1.237 0.590 1.126
6 H 1.819 0.263 -0.688
7 H -1.642 -0.699 -1.439

Results of the natural (NBO) charge analysis, in e, for atoms 1 through 6: 0.2674 -0.5102 -1.0374 1.0278 0.1255 0.1129

=====

Entry 5:
Below is a structure of composition C43H51ClCsGeN7, with properties calculated with ωB97M-V/def2-TZVPD.

gap between HOMO and LUMO	0.2105	hartree
energy above the lowest of the compared OMol25 structures with the same formula, charge and spin	172.99	kJ/mol
E_tot	-4609.5279	hartree
LUMO level	0.0	eV

Positions of all 104 atoms, in Å:
1 Cs -1.678 2.127 1.129
2 N -0.559 0.793 3.748
3 C -0.722 -0.539 4.197
4 C -1.054 -0.798 5.524
5 C -1.214 -2.095 5.981
6 C -1.022 -3.160 5.113
7 C -0.705 -2.901 3.789
8 C -0.583 -1.604 3.296
9 C -0.271 -1.374 1.842
10 C 1.031 -0.845 1.621
11 C 1.795 -0.861 0.441
12 C 1.540 -1.451 -0.761
13 C 0.248 -2.098 -1.132
14 C -1.201 -1.748 0.898
15 H -0.429 1.425 4.528
16 H 0.258 0.861 3.152
17 H -1.176 0.037 6.206
18 H -1.469 -2.270 7.017
19 H -1.119 -4.180 5.460
20 H -0.559 -3.722 3.097
21 H 1.560 -0.499 2.502
22 H 2.765 -0.378 0.532
23 H 2.261 -1.347 -1.564
24 H 0.125 -1.928 -2.209
25 C -1.236 -3.876 -3.068
26 N -0.309 -4.334 -2.057
27 C -0.145 -5.766 -1.821
28 C 0.567 -5.799 -0.466
29 N 0.709 -4.383 -0.121
30 C 1.514 -4.041 1.039
31 C 0.221 -3.605 -1.067
32 N -0.986 -1.623 -0.501
33 C -1.659 -0.556 -1.240
34 C -0.769 0.474 -1.941
35 N -1.520 1.714 -2.033
36 C -1.186 2.660 -2.832
37 N -1.929 3.837 -2.879
38 C -2.717 4.216 -1.735
39 C -1.126 4.877 -3.502
40 C -0.273 4.058 -4.450
41 N -0.145 2.806 -3.725
42 C 0.647 1.764 -4.335
43 H -0.823 -4.039 -4.065
44 H -1.462 -2.820 -2.931
45 H -2.169 -4.433 -2.975
46 H 0.446 -6.216 -2.621
47 H -1.119 -6.250 -1.791
48 H 1.555 -6.260 -0.519
49 H -0.011 -6.311 0.306
50 H 1.303 -4.784 1.809
51 H 1.264 -3.055 1.419
52 H 2.576 -4.071 0.789
53 H -2.280 -0.003 -0.538
54 H -2.369 -0.971 -1.971
55 H -0.476 0.082 -2.917
56 H 0.156 0.613 -1.368
57 H -3.319 3.368 -1.414
58 H -3.385 5.030 -2.019
59 H -2.090 4.566 -0.902
60 H -0.497 5.389 -2.762
61 H -1.752 5.609 -4.013
62 H 0.708 4.502 -4.620
63 H -0.776 3.911 -5.416
64 H 1.371 2.249 -4.989
65 H 0.051 1.077 -4.946
66 H 1.209 1.199 -3.594
67 Ge 1.286 3.602 1.856
68 C 3.129 2.908 2.334
69 C 3.234 2.089 3.462
70 C 4.429 1.491 3.834
71 C 5.578 1.717 3.085
72 C 5.509 2.548 1.978
73 C 4.300 3.132 1.611
74 C 1.702 4.214 -0.030
75 C 1.649 5.576 -0.342
76 C 2.070 6.067 -1.574
77 C 2.553 5.195 -2.538
78 C 2.589 3.834 -2.266
79 C 2.164 3.355 -1.033
80 H 0.880 2.147 1.387
81 H 2.354 1.911 4.077
82 H 4.467 0.853 4.709
83 H 6.516 1.256 3.369
84 H 6.400 2.743 1.392
85 H 4.275 3.769 0.735
86 H 1.298 6.280 0.407
87 H 2.041 7.133 -1.773
88 H 2.911 5.573 -3.489
89 H 2.971 3.145 -3.010
90 H 2.226 2.291 -0.825
91 Cl -3.537 -5.823 -0.682
92 C -3.424 -4.150 -0.169
93 C -2.637 -3.791 0.838
94 C -2.554 -2.357 1.290
95 C -3.755 -1.541 0.822
96 C -4.185 -0.478 1.503
97 C -4.440 -1.967 -0.398
98 C -4.289 -3.207 -0.872
99 H -2.018 -4.516 1.352
100 H -2.591 -2.363 2.378
101 H -3.738 -0.188 2.448
102 H -5.015 0.118 1.141
103 H -5.108 -1.266 -0.884
104 H -4.824 -3.552 -1.747

Results of the Löwdin charge analysis, in e, for atoms 1 through 6: 0.8488 0.0437 -0.2573 -0.0343 -0.0919 -0.0877

=====

Entry 6:
Below is a structure of composition C4H4Br2NO2P in a non-equilibrium geometry, with properties calculated with ωB97M-V/def2-TZVPD.

gap between HOMO and LUMO	0.2808	hartree
energy above the lowest of the compared OMol25 structures with the same formula, charge and spin	20.54	kJ/mol
E_tot	-5849.3459	hartree
LUMO level	-0.6	eV

Positions of all 14 atoms, in Å:
1 C -0.191 0.282 0.347
2 C 0.053 -0.762 -0.555
3 C 0.858 1.044 0.810
4 C 0.958 -1.231 -1.415
5 N 2.090 0.983 0.354
6 O 0.622 1.989 1.786
7 O 1.914 -1.754 -1.985
8 P 3.492 0.535 0.958
9 Br 4.784 1.204 -0.761
10 Br 3.888 -1.688 0.367
11 H -1.101 0.191 0.855
12 H -0.810 -1.428 -0.627
13 H -0.285 2.094 2.015
14 H 2.474 -2.463 -1.582

Results of the natural (NBO) charge analysis, in e, for atoms 1 through 6: -0.4900 -0.2957 0.6196 0.6162 -1.0583 -0.6656